# 1
ORCA calculation (ωB97M-V/def2-TZVPD) on C53H88F6HfN6O15S2 as an isolated structure.

Geometry (Å):
Hf -2.115 -23.244 25.582
C -0.321 -27.114 27.306
C 1.015 -26.299 27.536
C 2.101 -27.411 27.153
C 3.465 -26.825 26.902
C 3.344 -25.791 25.840
C 2.430 -24.579 26.246
N 1.106 -25.124 26.639
O -0.104 -24.260 26.652
C 2.485 -23.743 24.942
C 3.043 -23.682 27.418
C 1.254 -25.915 29.018
H -1.095 -26.765 27.990
H -0.143 -28.147 27.607
H -0.639 -27.121 26.263
H 1.869 -27.884 26.199
H 2.125 -28.208 27.896
H 4.123 -27.623 26.556
H 4.129 -26.406 27.658
H 3.023 -26.203 24.883
H 4.348 -25.370 25.899
H 1.995 -24.193 24.079
H 3.503 -23.463 24.670
H 1.845 -22.875 25.098
H 2.288 -22.990 27.789
H 3.896 -23.041 27.195
H 3.284 -24.326 28.264
H 0.886 -24.952 29.372
H 2.298 -26.010 29.315
H 0.642 -26.480 29.720
C -6.505 -23.217 28.902
C -5.312 -22.338 29.016
C -5.442 -21.491 30.350
C -4.997 -22.425 31.553
C -3.576 -23.124 31.399
C -3.420 -23.860 30.040
N -3.936 -23.023 28.955
O -3.574 -23.576 27.561
C -4.140 -25.308 30.232
C -1.932 -24.118 29.962
C -5.500 -21.323 27.836
H -7.512 -22.802 28.924
H -6.563 -23.839 29.795
H -6.453 -23.942 28.089
H -6.506 -21.274 30.434
H -4.939 -20.526 30.407
H -5.748 -23.211 31.633
H -4.989 -21.973 32.545
H -3.405 -23.695 32.312
H -2.856 -22.334 31.612
H -4.297 -25.551 31.283
H -3.599 -26.030 29.620
H -5.075 -25.310 29.672
H -1.664 -24.594 29.018
H -1.631 -24.918 30.639
H -1.361 -23.217 30.187
H -4.649 -20.734 27.492
H -6.339 -20.643 27.985
H -5.910 -21.780 26.936
C -6.628 -23.542 24.520
C -6.150 -24.448 23.391
C -7.117 -24.221 22.175
C -6.591 -24.941 20.942
C -5.345 -24.292 20.476
C -4.270 -24.236 21.571
N -4.805 -23.989 22.944
O -3.810 -23.719 23.896
C -3.301 -23.097 20.993
C -3.494 -25.604 21.574
C -6.202 -26.025 23.849
H -7.717 -23.592 24.520
H -6.427 -22.483 24.357
H -6.141 -23.817 25.456
H -7.202 -23.197 21.812
H -8.160 -24.433 22.411
H -7.346 -24.743 20.181
H -6.418 -26.003 21.113
H -5.544 -23.326 20.012
H -4.959 -24.945 19.693
H -3.883 -22.212 20.738
H -2.668 -23.498 20.202
H -2.552 -22.726 21.693
H -3.108 -25.953 22.531
H -2.759 -25.518 20.773
H -4.158 -26.401 21.240
H -5.848 -26.717 23.085
H -7.198 -26.440 24.006
H -5.537 -26.209 24.692
C -3.445 -19.891 22.963
F -3.897 -18.659 22.785
F -4.547 -20.644 22.974
F -2.741 -20.231 21.898
S -2.437 -20.043 24.586
O -1.936 -18.724 25.027
O -3.229 -20.667 25.564
N -1.252 -21.380 24.484
S -0.018 -20.590 23.754
O 0.770 -21.600 22.992
O -0.476 -19.478 22.945
C 1.179 -19.867 25.197
F 1.471 -20.773 26.037
F 2.305 -19.396 24.603
F 0.564 -18.761 25.764
C 0.514 -15.902 22.158
C 0.329 -16.134 23.520
C 0.559 -15.058 24.339
C 1.034 -13.830 23.883
C 1.417 -13.737 22.622
C 1.155 -14.773 21.713
N 1.280 -12.656 24.762
O 1.600 -11.566 24.299
O 1.097 -12.717 25.947
H 0.217 -16.662 21.451
H -0.035 -17.071 23.916
H 0.351 -15.090 25.398
H 1.927 -12.877 22.214
H 1.481 -14.582 20.701
C -5.055 -18.004 17.693
C -6.355 -17.567 17.469
C -7.218 -16.882 18.375
C -6.601 -16.777 19.651
C -5.290 -17.271 19.962
C -4.525 -17.905 18.947
N -7.397 -16.258 20.774
O -8.560 -15.958 20.523
O -6.966 -16.174 21.951
H -4.557 -18.485 16.864
H -6.750 -17.659 16.468
H -8.146 -16.448 18.033
H -4.887 -17.302 20.963
H -3.507 -18.239 19.079
C -1.790 -20.070 29.134
C -0.886 -21.057 28.419
O -1.265 -21.575 27.334
C 0.449 -21.359 29.050
H -2.315 -20.600 29.929
H -2.607 -19.877 28.438
H -1.249 -19.161 29.396
H 0.573 -22.436 29.161
H 0.399 -20.981 30.071
H 1.238 -20.819 28.527
C 3.534 -20.508 21.778
C 2.989 -19.182 21.241
O 1.848 -18.915 21.547
C 3.975 -18.316 20.437
H 3.136 -20.743 22.765
H 4.618 -20.619 21.767
H 3.250 -21.342 21.136
H 4.267 -18.956 19.604
H 4.699 -18.077 21.215
H 3.535 -17.448 19.945
C 0.162 -24.373 21.638
C -0.325 -25.020 22.892
O -0.840 -24.397 23.822
C -0.017 -26.466 23.038
H -0.295 -24.947 20.831
H 1.245 -24.486 21.610
H -0.139 -23.326 21.666
H 0.647 -26.574 23.895
H 0.659 -26.512 22.184
H -0.832 -27.189 23.021
C -5.035 -15.037 27.432
C -4.495 -16.434 26.999
O -3.414 -16.805 27.365
C -5.428 -17.419 26.253
H -5.317 -14.946 28.481
H -5.910 -14.851 26.810
H -4.242 -14.289 27.404
H -5.898 -17.145 25.308
H -6.220 -17.609 26.977
H -4.910 -18.347 26.013

Properties
E_HOMO	-7.0	eV
Kohn-Sham gap	0.22324	hartree
M	1405.9	g mol⁻¹
spin multiplicity	1
LUMO	-0.915	eV


# 2
ORCA calculation (ωB97M-V/def2-TZVPD) on a 9-piece molecular cluster, C53H95F4N10O13PS2 overall.

Geometry (Å):
C 0.939 -3.536 -4.487
C -0.426 -3.802 -3.801
N -0.357 -4.796 -2.694
C 0.360 -4.172 -1.614
C 1.646 -4.633 -1.395
C 2.431 -4.074 -0.408
C 3.857 -4.551 -0.169
C 3.962 -6.067 -0.187
O 3.059 -6.826 0.060
F 5.176 -6.621 -0.509
C 1.885 -3.061 0.347
C 0.593 -2.589 0.167
C -0.208 -3.160 -0.834
C -1.649 -2.664 -1.035
O -2.529 -3.639 -1.632
C -3.531 -3.099 -2.330
F -4.415 -4.027 -2.692
F -3.122 -2.487 -3.466
F -4.190 -2.159 -1.601
N 0.119 -1.552 1.001
C 0.949 -0.404 1.031
C 0.483 0.881 0.762
C -0.998 1.037 0.425
C -1.763 1.000 1.793
C -3.296 0.963 1.620
C -3.758 -0.345 0.966
O -5.181 -0.400 1.141
C 1.345 1.973 0.798
C 0.805 3.350 0.459
S 0.449 3.561 -1.332
C 1.690 2.648 -2.297
C 1.011 1.782 -3.408
C 2.681 1.811 1.143
C 3.619 3.036 1.182
O 3.596 3.693 2.440
C 4.805 3.625 3.198
C 4.466 2.904 4.524
C 3.175 0.529 1.421
P 4.968 0.369 1.852
C 5.768 0.112 0.170
O 5.243 -0.988 2.776
C 2.293 -0.536 1.340
S 2.824 -2.231 1.633
H 1.493 -4.452 -4.727
H 0.753 -2.931 -5.386
H 1.517 -2.876 -3.822
H -0.808 -2.838 -3.457
H -1.130 -4.155 -4.570
H 0.226 -5.541 -3.063
H 2.067 -5.419 -2.020
H 4.569 -4.101 -0.874
H 4.162 -4.219 0.833
H -2.058 -2.461 -0.036
H -1.682 -1.707 -1.581
H -0.850 -1.328 0.834
H -1.351 0.239 -0.245
H -1.203 1.989 -0.065
H -1.451 0.106 2.360
H -1.451 1.895 2.350
H -3.601 1.828 1.014
H -3.758 1.032 2.616
H -3.325 -1.227 1.469
H -3.501 -0.285 -0.101
H -5.547 -0.979 0.463
H 1.467 4.159 0.766
H -0.149 3.487 0.984
H 2.288 1.965 -1.683
H 2.363 3.350 -2.803
H 1.526 0.823 -3.556
H 1.046 2.316 -4.364
H -0.011 1.562 -3.073
H 4.618 2.802 0.796
H 3.179 3.744 0.461
H 5.153 4.645 3.408
H 5.606 3.041 2.731
H 3.853 2.031 4.260
H 3.837 3.575 5.131
H 5.371 2.543 5.028
H 6.325 -0.830 0.112
H 5.004 0.197 -0.617
H 6.411 0.992 0.031
H 5.321 -1.764 2.201
C -6.890 -6.329 -2.844
N -7.788 -6.606 -3.950
C -8.915 -5.718 -4.182
C -7.614 -7.658 -4.770
O -8.335 -7.937 -5.710
H -7.452 -6.346 -1.908
H -6.443 -5.344 -2.979
H -6.098 -7.074 -2.796
H -9.845 -6.285 -4.118
H -8.842 -5.290 -5.182
H -8.922 -4.921 -3.443
H -6.732 -8.268 -4.510
C 5.739 9.421 3.237
N 6.244 8.102 2.921
C 5.665 7.373 1.804
C 7.234 7.524 3.631
O 7.698 6.423 3.415
H 4.674 9.358 3.471
H 5.878 10.082 2.378
H 6.266 9.838 4.093
H 5.246 6.432 2.160
H 6.447 7.150 1.076
H 4.883 7.963 1.331
H 7.602 8.160 4.456
C -4.821 6.428 -0.563
N -4.433 5.071 -0.891
C -5.067 4.406 -2.017
C -3.501 4.403 -0.188
O -3.138 3.265 -0.420
H -5.888 6.457 -0.332
H -4.621 7.081 -1.416
H -4.261 6.788 0.298
H -5.568 3.501 -1.670
H -4.308 4.122 -2.747
H -5.792 5.069 -2.482
H -3.079 4.992 0.644
C -1.202 -7.506 2.139
N -1.744 -6.256 1.645
C -2.774 -6.288 0.620
C -1.323 -5.065 2.104
O -1.740 -3.985 1.726
H -0.750 -8.059 1.314
H -2.005 -8.104 2.576
H -0.444 -7.321 2.898
H -2.426 -5.752 -0.265
H -3.674 -5.794 0.991
H -3.004 -7.318 0.355
H -0.541 -5.148 2.876
C -9.701 -10.762 -5.385
N -11.107 -11.126 -5.383
C -12.074 -10.191 -4.839
C -11.547 -12.303 -5.869
O -12.710 -12.657 -5.892
H -9.371 -10.588 -4.357
H -9.562 -9.852 -5.964
H -9.099 -11.558 -5.821
H -12.608 -10.659 -4.010
H -12.800 -9.926 -5.609
H -11.569 -9.294 -4.489
H -10.735 -12.940 -6.258
C 0.400 8.163 3.811
N 0.723 7.161 2.817
C 1.185 5.850 3.258
C 0.611 7.402 1.495
O 0.869 6.600 0.618
H 1.283 8.372 4.419
H -0.400 7.792 4.457
H 0.072 9.085 3.334
H 2.179 5.652 2.853
H 0.505 5.081 2.888
H 1.223 5.812 4.344
H 0.256 8.423 1.268
C 4.129 6.667 9.138
N 4.541 6.411 7.772
C 5.915 6.683 7.384
C 3.692 5.927 6.844
O 3.989 5.695 5.689
H 4.275 7.724 9.372
H 4.730 6.063 9.820
H 3.079 6.416 9.275
H 5.927 7.416 6.576
H 6.381 5.766 7.021
H 6.475 7.066 8.233
H 2.674 5.753 7.234
C 7.397 1.397 -5.162
N 6.525 1.090 -4.045
C 6.672 -0.186 -3.366
C 5.580 1.950 -3.616
O 4.820 1.748 -2.689
H 7.262 0.651 -5.947
H 8.437 1.383 -4.828
H 7.169 2.382 -5.565
H 5.734 -0.742 -3.427
H 6.903 -0.015 -2.315
H 7.470 -0.765 -3.826
H 5.551 2.886 -4.199

Properties
E_HOMO	-7.5	eV
Kohn-Sham gap	0.29096	hartree
M	1251.5	g mol⁻¹
spin multiplicity	1
LUMO	0.396	eV


- What is the formula in the second record?
  C53H95F4N10O13PS2


- The lowest M belongs to which entry?
  C53H95F4N10O13PS2